Entry 1:
The following is a quantum chemistry calculation of a 2-piece molecular cluster, C5H10N5O2S2 overall at a distorted geometry, from the Open Molecules 2025 dataset.

Output
Orbital gap: 7.70 eV
Energy above the lowest of the compared OMol25 structures with the same formula, charge and spin: 0.0 kJ/mol
F_max: 4.5 eV/Å
LUMO energy: 3.06 eV

Geometry as ORCA input:
```
! wB97M-V def2-TZVPD RIJCOSX def2/J DEFGRID3
* xyz -1 1
C 0.42 1.65 2.08
C 0.79 0.23 -2.54
C -1.59 0.25 -1.69
C -0.11 0.48 -1.35
C 0.32 0.96 -0.22
N -0.45 1.52 3.14
N -1.63 1.17 2.64
N -1.59 0.92 1.42
N -0.31 1.17 0.99
N 2.21 -1.25 2.50
O 0.53 -2.92 3.31
O 0.82 -0.52 4.34
S 2.03 2.19 1.95
S 0.57 -1.49 3.10
H 0.21 -0.30 -3.30
H 1.48 1.07 -2.87
H 1.43 -0.56 -2.05
H -2.17 0.64 -0.73
H -1.67 0.62 -2.70
H -1.72 -0.77 -1.63
H 0.40 0.36 4.13
H 1.34 1.12 0.04
H 2.31 -0.18 2.45
H 2.39 -1.54 1.52
*
```

---

Entry 2:
The following is a quantum chemistry calculation of an isolated ion of composition C5H10NO and charge -1 at a distorted geometry, from the Open Molecules 2025 dataset.

Output
Orbital gap: 6.35 eV
Energy above the lowest of the compared OMol25 structures with the same formula, charge and spin: 152.9 kJ/mol
F_max: 3.6 eV/Å
LUMO energy: 4.01 eV
SMILES: C=CCCNC[O-]

Geometry as ORCA input:
```
! wB97M-V def2-TZVPD RIJCOSX def2/J DEFGRID3
* xyz -1 1
C -0.49 0.61 -0.79
C 0.64 -0.38 -1.18
C 0.74 -1.53 -0.16
C -0.25 -2.45 -0.26
N -0.50 0.58 0.73
C 0.07 1.85 1.37
O -0.42 2.97 0.91
H -1.48 0.34 -1.20
H -0.17 1.61 -1.08
H 1.56 0.15 -1.07
H 0.47 -0.71 -2.15
H 1.50 -1.50 0.57
H -0.49 -3.33 0.40
H -1.00 -2.25 -0.93
H -1.38 0.51 1.24
H -0.02 1.83 2.48
H 1.23 1.72 1.12
*
```

---

Entry 3:
The following is a quantum chemistry calculation of a 2-piece molecular cluster, C5H10NO overall, from the Open Molecules 2025 dataset.

Output
Orbital gap: 7.14 eV
Energy above the lowest of the compared OMol25 structures with the same formula, charge and spin: 102.7 kJ/mol
F_max: 0.5 eV/Å
LUMO energy: 4.27 eV

Geometry as ORCA input:
```
! wB97M-V def2-TZVPD RIJCOSX def2/J DEFGRID3
* xyz -1 1
C 0.58 -1.01 1.45
O -0.17 -0.87 0.34
C -0.23 -1.52 2.66
H 1.07 -0.05 1.77
H 1.43 -1.73 1.31
H 0.37 -1.67 3.56
H -0.72 -2.46 2.39
H -1.02 -0.79 2.88
C -0.45 1.98 -2.09
C -1.21 1.60 -1.08
C 0.97 0.14 -2.32
N 0.43 1.16 -2.85
H -0.49 3.00 -2.47
H -1.08 0.60 -0.64
H -1.89 2.30 -0.61
H 1.62 -0.44 -2.99
H 0.78 -0.24 -1.30
*
```

---

Entry 4:
The following is a quantum chemistry calculation of one molecule with the formula C5H10NO at a distorted geometry, from the Open Molecules 2025 dataset.

Output
Orbital gap (spin up / spin down): 9.85 / 7.56 eV
Energy above the lowest of the compared OMol25 structures with the same formula, charge and spin: 197.4 kJ/mol
F_max: 5.4 eV/Å
LUMO energy (spin up / spin down): 0.87 / -1.43 eV

Geometry as ORCA input:
```
! wB97M-V def2-TZVPD RIJCOSX def2/J DEFGRID3
* xyz 0 2
N -0.76 0.42 0.90
C -1.80 0.37 -0.14
C -0.84 0.09 -1.35
C 0.41 -0.66 -0.88
C 0.58 -0.35 0.54
C 1.93 0.34 1.23
O 3.11 -0.09 0.74
H -1.17 -0.17 1.83
H -2.71 -0.35 -0.20
H -2.28 1.40 -0.21
H -1.37 -0.44 -2.18
H -0.67 1.11 -1.78
H 0.37 -1.73 -1.07
H 1.34 -0.27 -1.52
H 0.38 -1.28 1.03
H 1.81 1.26 0.73
H 1.67 0.37 2.31
*
```

---

Entry 5:
The following is a quantum chemistry calculation of an isolated ion of composition C5H10NO and charge +1 at a distorted geometry, from the Open Molecules 2025 dataset.

Output
Orbital gap (spin up / spin down): 8.54 / 8.54 eV
Energy above the lowest of the compared OMol25 structures with the same formula, charge and spin: 473.5 kJ/mol
F_max: 4.8 eV/Å
LUMO energy (spin up / spin down): -4.50 / -4.50 eV

Geometry as ORCA input:
```
! wB97M-V def2-TZVPD RIJCOSX def2/J DEFGRID3
* xyz 1 1
C 1.46 -0.46 0.64
C 1.48 -0.38 -0.73
C -0.16 1.40 -0.63
C 0.31 0.09 1.30
C 0.26 0.23 -1.36
N -0.96 -0.67 1.15
O -0.79 -0.71 -1.29
H 2.22 -0.87 1.23
H 2.41 -0.92 -1.26
H -1.27 1.63 -0.63
H 0.52 2.26 -0.77
H 0.30 0.75 2.25
H 0.53 0.52 -2.46
H -1.74 -0.12 1.52
H -0.91 -1.62 1.69
H -0.90 -0.88 0.13
H -1.56 -0.30 -1.58
*
```

---

Entry 6:
The following is a quantum chemistry calculation of a 2-piece molecular cluster, C5H10NO overall at a distorted geometry, from the Open Molecules 2025 dataset.

Output
Orbital gap (spin up / spin down): 6.20 / 9.60 eV
Energy above the lowest of the compared OMol25 structures with the same formula, charge and spin: 292.0 kJ/mol
F_max: 5.0 eV/Å
LUMO energy (spin up / spin down): -2.96 / -6.90 eV

Geometry as ORCA input:
```
! wB97M-V def2-TZVPD RIJCOSX def2/J DEFGRID3
* xyz 1 3
C 1.97 -0.28 0.00
C -0.95 0.33 1.18
C -0.20 0.47 -0.07
C 2.85 0.82 -0.27
C -2.35 -0.78 -0.63
N -1.10 -0.65 0.11
O 1.90 -1.41 0.24
H -0.45 -0.01 2.08
H -1.82 0.95 1.38
H -0.45 1.20 -0.82
H 2.68 1.19 -1.28
H 3.89 0.49 -0.16
H 2.65 1.64 0.42
H -3.00 -1.52 -0.16
H -2.86 0.18 -0.64
H -2.14 -1.08 -1.66
H -0.64 -1.55 0.26
*
```